Formula: C15H24N4O2S
Source: OMol25
Level of theory: wB97M-V/def2-TZVPD

Last column: natural (NBO) charge in e.
Element x y z (Å)
C  4.22  0.04  -1.44  -0.685
C  2.72  0.26  -1.16  0.310
N  1.86  0.99  -1.76  -0.272
N  0.82  1.01  -1.20  -0.293
C  1.01  0.13  -0.26  0.278
N  2.29  -0.21  -0.03  -0.390
C  2.84  -0.90  1.03  -0.223
H  3.44  -1.90  0.72  0.252
H  1.89  -1.72  1.55  0.198
C  3.34  -0.19  2.12  0.045
C  3.53  -0.97  3.67  -0.397
H  4.45  -0.65  4.15  0.244
C  2.34  -0.87  4.04  -0.510
H  1.45  -1.44  3.95  0.267
C  1.90  0.53  3.76  -0.070
H  2.34  1.53  4.50  0.182
O  2.54  0.94  2.36  -0.556
H  0.86  0.86  3.65  0.224
H  2.23  -0.91  5.33  0.224
H  3.81  -1.91  3.34  0.218
H  4.31  0.16  1.79  0.176
S  -0.28  0.05  1.19  0.177
C  -1.60  1.24  0.66  -0.647
C  -2.86  0.73  0.30  0.624
O  -3.90  0.40  1.16  -0.640
N  -3.10  -0.10  -0.97  -0.422
C  -1.98  -0.14  -2.20  -0.171
H  -1.21  0.24  -1.63  0.225
C  -2.52  0.71  -3.24  -0.409
C  -3.96  0.10  -3.72  -0.351
C  -4.98  0.01  -2.40  -0.364
C  -4.26  -0.80  -1.31  -0.267
H  -4.99  -0.58  -0.40  0.261
H  -4.07  -1.74  -1.65  0.191
H  -5.81  -0.40  -2.79  0.188
H  -5.25  1.13  -2.05  0.193
H  -4.39  0.43  -4.52  0.191
H  -3.83  -0.74  -3.97  0.154
H  -1.89  0.55  -4.02  0.206
H  -2.68  1.74  -2.82  0.213
H  -1.94  -1.04  -2.39  0.164
H  -1.01  1.98  -0.12  0.294
H  -1.58  1.85  1.44  0.256
H  4.53  -1.09  -1.60  0.217
H  4.99  0.27  -0.55  0.235
H  4.39  0.43  -2.50  0.260

Calculated values
LUMO energy: 0.3 eV
ΔE to the lowest compared entry with this formula, charge and spin: 1754.29 kJ/mol
total charge: 0
frontier orbital gap: 8.37 eV
E_HOMO: -8.1 eV
calculated total energy: -36819.3721 eV


Formula: C15H24N4O8
Source: OMol25
Level of theory: wB97M-V/def2-TZVPD

Last column: natural (NBO) charge in e.
Element x y z (Å)
O  -1.96  1.10  -0.93  -0.522
O  5.86  0.27  -1.47  -0.637
O  -2.69  -1.59  4.38  -0.538
O  -8.10  -1.64  2.34  -0.565
O  1.22  0.47  -2.45  -0.637
O  4.34  3.29  0.29  -0.626
O  -6.94  -2.01  0.44  -0.689
O  -6.31  -3.40  3.80  -0.723
C  -2.75  0.44  -0.26  0.362
C  5.36  0.47  -2.56  0.671
C  -2.74  -2.46  3.52  0.445
C  -7.03  -1.71  1.76  0.789
C  2.04  0.16  -1.61  0.666
C  4.60  3.08  -0.89  0.677
C  -2.97  0.79  1.12  -0.409
C  -3.83  0.17  1.98  0.075
N  2.32  -1.10  -1.40  -0.806
N  5.65  3.72  -1.41  -0.605
N  -4.64  -0.91  1.61  -0.631
N  4.35  1.33  -2.77  -0.620
C  5.85  -0.28  -3.77  -0.710
C  6.12  3.77  -2.80  -0.407
C  -4.03  -3.21  3.21  -0.531
C  -5.74  -1.33  2.53  -0.153
C  -5.30  -2.42  3.57  0.104
C  2.83  1.21  -0.83  -0.497
C  3.69  2.13  -1.72  -0.121
H  -7.85  -2.20  0.16  0.509
H  -6.11  -3.92  4.59  0.479
H  -3.29  -0.39  -0.71  0.101
H  -1.84  -2.72  2.98  0.129
H  -2.38  1.62  1.50  0.233
H  -3.87  0.54  3.01  0.220
H  1.78  -1.76  -1.93  0.407
H  3.03  -1.36  -0.75  0.401
H  6.17  4.26  -0.74  0.410
H  -4.79  -1.08  0.62  0.415
H  3.97  1.37  -3.69  0.407
H  5.02  -0.83  -4.22  0.227
H  6.62  -0.98  -3.46  0.244
H  6.26  0.42  -4.50  0.223
H  6.74  4.66  -2.94  0.211
H  6.72  2.89  -3.02  0.195
H  5.27  3.82  -3.49  0.198
H  -4.05  -3.47  2.14  0.231
H  -4.01  -4.15  3.77  0.240
H  -6.04  -0.45  3.12  0.236
H  -5.14  -1.90  4.52  0.193
H  3.47  0.70  -0.12  0.228
H  2.11  1.81  -0.27  0.260
H  3.00  2.79  -2.25  0.240

Calculated values
LUMO energy: 0.4 eV
ΔE to the lowest compared entry with this formula, charge and spin: 24.58 kJ/mol
total charge: 0
frontier orbital gap: 9.06 eV
E_HOMO: -8.7 eV
calculated total energy: -38284.4435 eV


Formula: C15H24N6NiO6
Source: OMol25
Level of theory: wB97M-V/def2-TZVPD

Last column: natural (NBO) charge in e.
Element x y z (Å)
O  3.19  2.29  0.84  -0.728
H  3.31  3.27  0.73  0.516
Ni  -0.06  0.39  -0.30  1.243
N  -0.76  1.96  0.32  -0.111
N  0.48  0.42  1.71  -0.182
N  -0.23  -0.05  -2.07  -0.189
N  0.87  -1.38  -0.52  -0.128
O  -1.52  2.52  -0.52  -0.630
O  -0.83  0.90  -2.84  -0.562
O  1.28  -2.14  0.50  -0.566
O  1.08  -0.50  2.41  -0.684
C  0.10  1.51  2.40  0.122
C  -0.52  2.47  1.56  0.049
C  0.30  -1.11  -2.69  0.185
C  0.84  -1.99  -1.71  0.139
C  -0.72  3.89  1.93  -0.655
H  0.24  4.44  1.94  0.200
H  -1.10  3.98  2.95  0.209
H  -1.41  4.42  1.27  0.245
C  0.26  1.58  3.87  -0.660
H  1.28  1.40  4.22  0.229
H  -0.36  0.79  4.29  0.230
H  -0.11  2.51  4.30  0.211
C  0.20  -1.35  -4.17  -0.682
C  1.17  -3.41  -1.92  -0.681
H  0.41  -0.47  -4.80  0.255
H  -0.78  -1.73  -4.50  0.250
H  0.91  -2.13  -4.50  0.227
H  1.31  -3.86  -0.94  0.260
H  2.07  -3.57  -2.54  0.233
H  0.31  -3.90  -2.42  0.228
H  -1.04  1.67  -2.20  0.526
H  1.22  -1.46  1.32  0.497
C  4.45  1.33  1.23  -0.197
H  4.78  1.55  2.21  0.203
H  5.24  1.49  0.53  0.198
H  3.85  0.44  1.21  0.238
O  1.49  1.53  -0.76  -1.088
H  2.43  1.99  0.05  0.530
H  1.90  0.90  -1.39  0.457
N  -4.95  -1.25  -2.98  -0.289
C  -4.33  -1.40  -2.00  0.273
C  -3.50  -1.53  -0.83  -0.217
C  -3.67  -2.54  0.13  -0.103
C  -2.75  -2.60  1.19  -0.259
C  -1.67  -1.72  1.23  0.087
N  -1.55  -0.80  0.26  -0.481
C  -2.47  -0.63  -0.67  0.101
H  -4.51  -3.23  0.04  0.233
H  -2.85  -3.35  1.97  0.231
H  -0.94  -1.75  2.03  0.248
H  -2.35  0.20  -1.34  0.242

Calculated values
LUMO energy (spin up / spin down): -0.2 / -0.1 eV
ΔE to the lowest compared entry with this formula, charge and spin: 0.00 kJ/mol
total charge: 0
2S+1: 3
frontier orbital gap (spin up / spin down): 5.71 / 5.70 eV
E_HOMO (spin up / spin down): -5.9 / -5.8 eV
calculated total energy: -78204.1631 eV


Molar mass values, unit g mol⁻¹, following the record order: 324.45; 388.38; 443.09.